Density functional theory data (ωB97M-V with the def2-TZVPD basis set) for a cluster of 11 separate species, C33H66O11 in total.

```
110
C33H66O11 | OMol25 | ωB97M-V with the def2-TZVPD basis set
C -0.691 -2.168 -3.303
C -1.071 -1.110 -4.268
C -0.531 0.273 -3.965
O -1.864 -1.278 -5.167
H -0.896 -3.186 -3.624
H -1.232 -2.049 -2.355
H 0.334 -2.061 -2.937
H 0.380 0.229 -3.368
H -1.305 0.771 -3.383
H -0.294 0.806 -4.884
C 3.613 -2.991 0.230
C 4.772 -2.266 0.858
C 6.172 -2.769 0.519
O 4.632 -1.310 1.583
H 2.779 -2.285 0.226
H 3.343 -3.763 0.957
H 3.839 -3.343 -0.770
H 6.757 -3.153 1.356
H 6.731 -1.846 0.318
H 6.195 -3.426 -0.343
C 0.670 -7.687 -1.347
C 0.007 -6.441 -0.749
C 0.915 -5.283 -0.500
O -1.190 -6.391 -0.589
H 1.475 -8.020 -0.685
H 1.129 -7.467 -2.309
H -0.063 -8.486 -1.404
H 0.456 -4.375 -0.120
H 1.446 -5.110 -1.442
H 1.719 -5.565 0.190
C -0.896 4.179 1.464
C 0.169 4.151 2.574
C 1.147 3.004 2.539
O 0.224 5.038 3.382
H -0.480 4.227 0.467
H -1.556 5.024 1.677
H -1.642 3.396 1.625
H 0.698 2.087 2.922
H 1.885 3.179 3.332
H 1.683 3.013 1.593
C 5.430 3.907 2.232
C 5.680 2.821 1.210
C 4.546 2.475 0.291
O 6.757 2.275 1.113
H 6.307 4.224 2.789
H 4.742 3.461 2.960
H 4.962 4.762 1.745
H 4.144 3.259 -0.348
H 3.703 1.991 0.786
H 5.037 1.739 -0.353
C -3.043 -2.413 1.082
C -3.006 -1.272 2.059
C -2.682 -1.627 3.492
O -3.170 -0.122 1.721
H -3.385 -3.346 1.528
H -2.087 -2.702 0.621
H -3.601 -2.158 0.176
H -3.196 -0.958 4.179
H -1.606 -1.550 3.664
H -2.953 -2.658 3.720
C -0.996 0.496 -0.374
C 0.070 -0.396 0.185
C 1.047 0.218 1.155
O 0.158 -1.572 -0.090
H -0.610 1.408 -0.831
H -1.688 0.713 0.444
H -1.541 -0.052 -1.143
H 1.738 0.846 0.590
H 1.656 -0.540 1.652
H 0.577 0.736 1.990
C 3.044 -2.274 4.104
C 3.335 -0.990 4.853
C 4.697 -0.823 5.473
O 2.488 -0.125 4.893
H 3.836 -3.010 4.263
H 2.868 -2.065 3.053
H 2.132 -2.758 4.462
H 5.481 -0.947 4.725
H 4.778 -1.480 6.337
H 4.800 0.211 5.809
C -5.285 -1.146 -3.913
C -4.273 -0.531 -2.977
C -3.974 0.957 -3.090
O -3.702 -1.246 -2.182
H -6.301 -0.832 -3.640
H -5.327 -2.224 -3.772
H -5.161 -0.870 -4.959
H -3.732 1.073 -4.148
H -3.123 1.171 -2.449
H -4.863 1.482 -2.747
C -0.363 4.514 -2.551
C -1.766 4.726 -3.101
C -2.042 4.419 -4.533
O -2.592 5.257 -2.397
H 0.404 5.156 -2.983
H -0.021 3.479 -2.649
H -0.376 4.706 -1.482
H -1.332 4.972 -5.151
H -3.066 4.706 -4.754
H -1.906 3.355 -4.740
C -5.989 1.310 -0.262
C -5.410 2.675 0.102
C -4.006 2.766 0.647
O -6.105 3.665 -0.006
H -6.627 1.045 0.585
H -5.223 0.551 -0.422
H -6.647 1.366 -1.127
H -3.338 2.335 -0.106
H -3.976 2.094 1.507
H -3.786 3.817 0.788
```

Calculated values
- Gap between HOMO and LUMO: 9.38 eV
- Relative energy (zero: lowest compared OMol25 entry of this formula, charge and spin): 124.98 kJ/mol
- LUMO: 0.132 eV
- Strongest force on any atom: 0.0421 hartree/bohr

Here are the Mulliken charges for atoms 1 to 2, given in e: number 1, C, carries -0.662; number 2, C, carries 0.562